Molecular formula: C86H220N16O27
Method: DFT, ωB97M-V/def2-TZVPD

Each line ends with the Mulliken charge.
CARTESIAN COORDINATES (ANGSTROEM)
C  -11.45769  -1.19878  -4.44521  -0.65
O  -10.60664  -0.09103  -4.17048  -0.30
C  -9.31174  -0.37239  -4.54582  -0.26
C  -8.40757  0.77349  -4.13040  -0.71
N  -7.00822  0.48499  -4.18615  -0.21
C  -6.14814  1.69604  -4.15508  -0.69
C  -4.72908  1.32233  -4.37508  -0.62
O  -4.28965  0.44646  -3.38402  -0.04
C  -2.88983  0.25956  -3.59217  -0.73
H  -11.32616  -1.49246  -5.45388  0.33
H  -12.50872  -0.85581  -4.36019  0.25
H  -11.22435  -2.12289  -3.81237  0.20
H  -9.32776  -0.64631  -5.65826  0.26
H  -8.95175  -1.18299  -3.95173  0.28
H  -8.70114  1.05623  -3.11597  0.24
H  -8.59399  1.67213  -4.76729  0.33
H  -6.83963  -0.14416  -3.44089  0.15
H  -6.35770  2.34276  -3.26673  0.31
H  -6.45579  2.37576  -5.01303  0.44
H  -4.19676  2.22528  -4.37087  0.36
H  -4.57260  0.93174  -5.38053  0.36
H  -2.38361  1.22327  -3.48894  0.27
H  -2.69720  -0.01535  -4.63101  0.40
H  -2.44860  -0.52900  -2.95685  0.01
C  8.09880  -1.00002  3.55066  -0.40
O  7.47054  -2.27978  3.33426  -0.35
C  7.32349  -2.54016  2.00704  0.26
C  6.97419  -4.04741  1.83249  -1.40
N  5.67251  -4.36044  2.50866  0.28
C  5.28754  -5.73710  2.39566  -1.41
C  4.06011  -6.02818  3.25097  0.55
O  4.41910  -5.77607  4.61045  -0.48
C  3.34829  -6.15635  5.45004  -0.60
H  9.17995  -1.06811  3.41336  0.36
H  7.87890  -0.77959  4.61000  0.27
H  7.70490  -0.20971  2.88880  -0.07
H  8.29660  -2.38452  1.44388  0.48
H  6.49623  -2.02523  1.51161  -0.18
H  7.77266  -4.61187  2.28199  0.50
H  6.92973  -4.31089  0.78622  0.44
H  5.83150  -4.20665  3.49835  0.21
H  6.07051  -6.45193  2.67598  0.41
H  5.10692  -5.93133  1.33930  0.45
H  3.62621  -7.06693  3.09749  0.40
H  3.29332  -5.29299  2.95147  -0.32
H  2.47829  -5.49618  5.30989  0.22
H  3.82578  -6.17636  6.41787  0.31
H  3.03255  -7.18645  5.17883  0.29
C  -0.08554  4.64084  -3.43324  -0.72
O  1.29970  4.72424  -3.82073  0.30
C  1.89412  5.97239  -3.30543  1.01
C  3.10086  6.39704  -4.11413  -1.35
N  2.85756  6.55564  -5.54202  -0.09
C  3.16122  5.27702  -6.27327  0.03
C  2.86373  5.32166  -7.78138  -0.76
O  3.32382  4.09058  -8.24931  -0.03
C  3.26286  3.98099  -9.63962  -0.93
H  -0.45289  3.59221  -3.43595  0.07
H  -0.70167  5.27232  -4.06909  0.23
H  -0.17514  5.07696  -2.42867  0.10
H  2.18496  5.83968  -2.28469  -0.17
H  1.12314  6.73741  -3.38220  -0.59
H  3.92750  5.75532  -3.82683  0.11
H  3.43310  7.34951  -3.71561  0.70
H  3.53089  7.15946  -5.96038  0.35
H  2.43852  4.56714  -5.92227  0.03
H  4.18056  4.82294  -6.14369  -0.11
H  3.39898  6.16394  -8.36444  0.35
H  1.79268  5.51168  -7.94663  0.34
H  3.69377  3.02691  -9.85491  0.21
H  3.86385  4.80225  -10.10244  0.38
H  2.23740  4.05309  -10.08023  0.32
C  -5.10836  1.15880  6.83843  -0.93
O  -4.96019  0.72287  5.51306  -0.24
C  -4.65818  -0.64509  5.29352  -1.00
C  -4.40556  -0.90332  3.81097  2.54
N  -5.53628  -0.46212  2.97548  0.06
C  -6.45397  -1.49275  2.46495  -0.88
C  -5.85038  -2.26303  1.34904  0.79
O  -5.64692  -1.35710  0.24739  -0.42
C  -4.93460  -1.86219  -0.86745  0.55
H  -6.08246  0.83467  7.26165  0.27
H  -5.02604  2.20265  6.70978  0.30
H  -4.25684  0.90264  7.45461  0.33
H  -5.54704  -1.23005  5.46712  0.54
H  -3.85440  -0.93348  5.96056  0.39
H  -4.12749  -1.96212  3.62658  -0.88
H  -3.47153  -0.37508  3.57361  -1.64
H  -6.06316  0.20193  3.53919  0.36
H  -7.39353  -1.01894  2.15167  0.50
H  -6.68562  -2.23971  3.33208  0.07
H  -6.43168  -3.06283  0.95855  0.56
H  -4.92155  -2.70687  1.63654  -0.72
H  -5.41322  -2.83151  -1.17652  0.32
H  -3.90082  -2.09431  -0.61340  -0.36
H  -4.97323  -1.17187  -1.72732  -0.42
C  -1.26054  -1.94543  4.11888  0.05
O  -1.87748  -2.77294  3.11712  0.57
C  -1.30505  -2.59594  1.73671  -0.08
C  -1.14743  -1.21344  1.16842  1.62
N  -0.04961  -0.41180  1.77472  2.04
C  -0.10939  0.93999  1.21946  0.35
C  0.12690  1.05523  -0.28715  -0.81
O  1.32158  0.26150  -0.63686  0.14
C  2.57717  0.95193  -0.47957  1.41
H  -1.26110  -0.89277  3.93616  -0.39
H  -0.20912  -2.23452  4.16768  0.47
H  -1.76478  -2.20642  5.05221  -0.22
H  -2.01906  -3.07565  1.10305  -1.00
H  -0.31908  -3.10213  1.79017  -0.17
H  -2.11194  -0.63486  1.20404  -1.28
H  -0.99468  -1.39014  0.06809  0.25
H  0.79689  -0.82165  1.39953  -1.01
H  0.73058  1.50049  1.61842  -0.28
H  -0.98844  1.42977  1.56666  -0.45
H  0.19244  2.12715  -0.55868  0.07
H  -0.73253  0.59722  -0.78672  0.30
H  3.37940  0.37992  0.01503  -0.30
H  2.38224  1.87613  0.13070  -0.46
H  2.90618  1.31568  -1.43893  -0.90
C  2.85514  -2.85597  1.14205  -0.49
O  2.86871  -1.59637  1.85347  0.26
C  3.67418  -1.71731  3.05525  0.81
C  3.53970  -0.34902  3.69497  -0.09
N  2.18647  -0.19921  4.33825  0.03
C  1.93001  1.20305  4.53581  -0.69
C  0.48319  1.58459  4.93097  0.02
O  -0.02728  0.94438  6.09881  -0.37
C  -1.40492  1.35731  6.30746  -0.62
H  3.85288  -3.21591  0.91579  0.34
H  2.20909  -2.72636  0.24911  0.15
H  2.33024  -3.53370  1.85329  -0.34
H  4.73345  -2.01399  2.89411  -0.87
H  3.28693  -2.59882  3.67894  -0.18
H  3.49470  0.40826  2.89777  -0.28
H  4.31301  -0.06591  4.44075  0.50
H  1.53047  -0.58394  3.67568  0.08
H  2.17847  1.83923  3.66065  -0.15
H  2.63753  1.54729  5.29161  0.53
H  -0.18096  1.34500  4.07558  -0.43
H  0.47198  2.68368  5.06051  0.65
H  -1.51728  2.40814  6.51711  0.31
H  -1.67114  0.73595  7.19250  0.28
H  -2.10394  1.10095  5.48189  0.09
C  5.85838  2.83042  5.65313  -0.75
O  5.24708  3.79507  4.85521  -0.05
C  4.38757  4.60893  5.62466  -0.92
C  3.56179  5.40470  4.66298  -0.75
N  2.56362  4.53817  3.96704  0.55
C  1.65162  5.36450  3.14351  -1.47
C  0.82793  4.48419  2.21713  0.58
O  1.53342  3.77126  1.23219  0.65
C  2.05614  4.58081  0.21812  -1.01
H  6.52921  3.28525  6.37894  0.33
H  6.36339  2.20970  4.93336  0.07
H  5.04631  2.29239  6.19024  0.33
H  5.03130  5.21210  6.26659  0.51
H  3.79433  4.05531  6.35673  0.44
H  4.20645  5.98869  4.02049  0.41
H  3.03090  6.13506  5.30655  0.42
H  3.01560  3.87763  3.36368  -0.46
H  2.18623  6.16015  2.56196  0.36
H  0.96616  5.95922  3.74812  0.56
H  0.05737  5.05998  1.70663  0.33
H  0.21993  3.67983  2.75714  -0.73
H  1.33879  5.17847  -0.34584  0.33
H  2.47378  3.95956  -0.60762  -0.20
H  2.82775  5.25587  0.59230  0.26
C  1.92820  1.28058  -4.20697  0.00
O  1.63135  0.82329  -5.52417  -0.18
C  2.54564  1.33047  -6.50186  0.06
C  1.88365  1.32563  -7.83827  -0.53
N  1.46277  -0.06249  -8.18894  -0.22
C  0.80349  -0.10254  -9.53424  -0.69
C  1.78037  -0.50831  -10.60318  -0.65
O  2.74348  0.45220  -10.95419  -0.20
C  3.79495  0.02126  -11.81663  -0.74
H  1.28457  0.70402  -3.50294  0.08
H  1.67620  2.37353  -4.16665  -0.06
H  3.02598  1.22554  -4.01545  0.19
H  3.44563  0.69480  -6.49113  0.21
H  2.93845  2.32513  -6.31935  -0.10
H  2.53677  1.66501  -8.62452  -0.03
H  1.03323  2.05144  -7.82551  0.25
H  0.73236  -0.43186  -7.55659  0.15
H  0.24931  0.82813  -9.70718  0.35
H  0.09391  -0.91254  -9.49448  0.48
H  1.16386  -0.69394  -11.46752  0.36
H  2.21115  -1.44143  -10.27475  0.39
H  3.50136  0.13691  -12.84972  0.31
H  4.02456  -1.07071  -11.71129  0.30
H  4.62855  0.68640  -11.58888  0.21
C  -9.11947  -5.52798  -0.19452  -0.65
O  -8.76958  -5.08600  1.11687  -0.32
C  -8.25682  -6.14440  1.88146  -0.47
C  -7.98744  -5.68749  3.30189  0.20
N  -7.54118  -6.72870  4.18953  -0.21
C  -7.13297  -6.31213  5.54974  -0.85
C  -5.67900  -6.23491  5.77589  -0.57
O  -5.14999  -5.19857  4.97133  0.19
C  -3.80584  -5.06691  5.35448  -1.46
H  -9.57765  -4.62141  -0.70390  0.16
H  -9.80156  -6.35732  -0.22057  0.36
H  -8.25328  -5.82309  -0.77900  0.25
H  -7.26663  -6.47509  1.47282  0.17
H  -8.96964  -6.99012  1.85278  0.48
H  -8.84300  -5.17939  3.72556  0.31
H  -7.20620  -4.92467  3.28187  -0.51
H  -8.06992  -7.62553  4.15669  0.25
H  -7.53144  -7.03295  6.29403  0.44
H  -7.56420  -5.32417  5.81557  0.25
H  -5.18920  -7.22626  5.53764  0.27
H  -5.48695  -6.10665  6.82402  0.40
H  -3.39053  -4.12253  5.02231  0.39
H  -3.17541  -5.82691  4.87607  0.34
H  -3.75971  -5.13546  6.44821  0.48
C  -3.81282  4.89223  -2.34538  -0.48
O  -3.33041  6.15851  -2.53983  -0.44
C  -2.85847  6.66749  -1.32331  0.61
C  -2.00807  7.90177  -1.56162  -1.35
N  -0.99546  7.76027  -2.61001  0.18
C  -1.36305  8.26089  -3.95645  -0.74
C  -0.11032  8.40617  -4.84957  0.16
O  -0.51911  8.95197  -6.14057  -0.44
C  0.60273  9.14494  -6.95827  -0.47
H  -3.05851  4.20571  -2.01819  0.09
H  -4.23941  4.54737  -3.30623  0.18
H  -4.62391  4.85571  -1.62902  0.42
H  -2.21123  5.94213  -0.82138  -0.43
H  -3.69090  6.90719  -0.59363  0.45
H  -1.46279  8.11841  -0.60640  0.35
H  -2.72494  8.70348  -1.71984  0.32
H  -0.18769  8.21013  -2.30018  0.23
H  -1.95243  9.16701  -3.96773  0.54
H  -1.94533  7.49550  -4.50180  0.17
H  0.45744  7.44565  -5.07358  -0.11
H  0.65094  9.07621  -4.38377  0.24
H  1.12079  8.18936  -6.98906  0.03
H  1.17578  9.90483  -6.53871  0.33
H  0.34462  9.57033  -7.93022  0.30
C  -4.14841  -5.31268  1.87630  -0.51
O  -4.39016  -5.19304  0.47611  0.02
C  -3.36530  -5.76672  -0.28113  0.44
C  -3.65520  -5.68656  -1.75415  -0.93
N  -2.38322  -5.43573  -2.50979  -0.16
C  -1.99951  -4.02518  -2.68772  0.36
C  -0.53747  -3.81376  -3.08553  -0.71
O  -0.38913  -2.48414  -3.55294  -0.05
C  0.88671  -2.34999  -4.14957  -0.19
H  -4.08117  -6.33499  2.14587  0.89
H  -5.02971  -4.99348  2.42367  -0.57
H  -3.22689  -4.81147  2.10232  0.17
H  -3.08479  -6.80226  0.01443  0.28
H  -2.43660  -5.20191  -0.08422  -0.33
H  -4.47248  -4.91840  -1.90898  0.04
H  -4.08021  -6.54390  -2.21691  0.49
H  -2.41859  -5.97200  -3.33138  0.33
H  -2.11953  -3.54506  -1.73306  -0.51
H  -2.58476  -3.51584  -3.45512  0.24
H  -0.27249  -4.47578  -3.88801  0.54
H  0.19604  -4.01264  -2.23376  0.07
H  0.96871  -1.31837  -4.55420  -0.45
H  0.97075  -3.02252  -4.99986  0.47
H  1.67235  -2.58310  -3.39457  0.26
C  -3.64263  3.08458  4.04484  -0.69
C  -3.04010  3.16652  2.66716  3.40
C  -3.69004  2.30295  1.56548  -0.81
O  -2.95628  2.45534  0.36500  0.71
C  -3.40640  1.62019  -0.68354  -0.03
N  -2.89150  4.58817  2.26731  -0.72
H  -3.04158  3.76339  4.73578  0.36
H  -3.59048  2.08552  4.48575  -0.52
H  -4.72108  3.35952  4.12558  0.38
H  -2.03847  2.70280  2.63079  -1.86
H  -4.76869  2.54393  1.36319  0.67
H  -3.73541  1.23353  1.74231  -0.45
H  -3.12429  1.98183  -1.70098  -0.60
H  -4.52955  1.66873  -0.70777  0.55
H  -3.04087  0.59733  -0.60401  -0.30
H  -2.50860  4.63167  1.32308  0.00
H  -3.78562  4.98633  2.29667  0.35
C  1.97795  -3.20884  8.93328  -1.76
C  1.23171  -2.76236  7.66711  1.02
C  -0.04949  -3.64875  7.52824  -0.68
O  0.36663  -4.80155  6.86373  -0.09
C  -0.69430  -5.69728  6.60163  -0.41
N  0.84186  -1.34211  7.79908  -0.57
H  2.99477  -2.88946  9.01164  0.46
H  1.98052  -4.32921  8.85427  0.33
H  1.38372  -2.87950  9.77688  0.46
H  1.87768  -2.92616  6.82721  -0.06
H  -0.73177  -3.03964  6.97302  0.13
H  -0.44126  -3.89972  8.55529  0.28
H  -0.28247  -6.64413  6.18068  0.24
H  -1.43757  -5.24827  5.89444  -0.12
H  -1.19614  -5.86940  7.52505  0.41
H  0.89194  -0.90385  6.90209  0.15
H  1.46498  -0.88970  8.42852  0.24
C  7.76297  2.45936  -5.45131  -1.38
C  7.32841  3.43929  -4.37288  0.46
C  6.05929  2.95525  -3.82287  0.08
O  5.63798  3.83378  -2.78332  -0.54
C  4.51541  3.41367  -2.10435  0.61
N  8.29663  3.64909  -3.24160  -0.70
H  7.06917  2.52832  -6.30851  0.28
H  7.66030  1.40733  -5.18294  0.35
H  8.77105  2.69627  -5.83266  0.38
H  7.15490  4.42225  -4.81775  0.26
H  6.28202  1.96130  -3.41180  0.30
H  5.30279  2.99619  -4.64509  -0.34
H  4.50940  2.32842  -1.89269  0.31
H  3.62075  3.70586  -2.68905  -0.31
H  4.53433  3.93370  -1.13385  -0.12
H  7.87022  4.29177  -2.61446  0.23
H  9.14477  4.07168  -3.57580  0.28
C  7.67938  3.65639  1.65197  -1.71
C  6.30616  3.55883  0.97653  0.83
C  5.63654  2.21936  1.19567  0.68
O  6.48341  1.12182  1.00183  0.18
C  6.70446  0.71300  -0.33790  -0.78
N  5.44568  4.63635  1.37135  -0.22
H  8.26292  2.76058  1.39909  0.32
H  7.62647  3.69194  2.73942  0.20
H  8.30768  4.44369  1.16354  0.45
H  6.56952  3.72710  -0.10603  -0.32
H  4.71462  2.05165  0.58136  -0.81
H  5.37942  2.12610  2.23669  -0.02
H  7.45379  -0.04233  -0.34225  0.45
H  7.03954  1.61372  -0.88441  0.20
H  5.79344  0.35938  -0.83326  0.11
H  5.08676  4.50118  2.31396  0.13
H  5.99708  5.49704  1.25934  0.29
C  0.36832  -7.36183  -1.11031  -1.07
C  1.45514  -7.77448  -0.12384  1.25
C  0.94591  -8.83004  0.88570  -0.88
O  -0.24308  -8.38443  1.47773  -0.39
C  -0.02387  -7.62385  2.69292  -0.22
N  2.67939  -8.24247  -0.74804  -0.70
H  -0.10919  -8.25247  -1.60690  0.27
H  0.90146  -6.84959  -1.92469  0.37
H  -0.41970  -6.78547  -0.66821  -0.04
H  1.69552  -6.86261  0.39792  -0.30
H  1.73271  -9.06988  1.64550  0.27
H  0.75607  -9.74595  0.29127  0.35
H  0.69829  -8.14897  3.37849  0.33
H  -1.00469  -7.51335  3.22434  0.01
H  0.40385  -6.68630  2.35599  0.09
H  3.28375  -7.50596  -1.14715  0.29
H  2.43304  -8.85262  -1.54478  0.27

Computed properties:
Orbital gap: 8.74 eV
Max |F|: 3.4 eV/A
HOMO energy: -8.216 eV
Energy relative to the best compared isomer or geometry (same formula, charge and spin): 185.5 kJ/mol
LUMO: 0.0193 Ha